Here is the molecule C5H5NO from the OMol25 dataset. Energies are from ωB97M-V/def2-TZVPD.

Structure (XYZ):
```
12
Properties=species:S:1:pos:R:3:forces:R:3
C 0.4934 0.6797 -0.1279 -1.1 0.5 2.2
C 0.7834 -0.6101 -0.6014 5.5 -5.6 0.2
C -0.8182 0.2752 0.5538 -1.0 2.7 -0.5
C -1.9226 -0.1226 -0.0746 0.2 -0.6 0.3
N 1.1211 1.7710 -0.0906 0.3 -0.2 -0.6
C 2.0892 -1.5153 -0.0117 -3.0 3.6 -1.6
O 2.6236 -2.1488 0.7807 -0.5 -0.1 -0.4
H 0.5770 2.5418 0.2866 -0.2 -0.1 0.4
H 0.6823 -0.7622 -1.6660 -0.1 -0.4 -0.2
H -0.8781 0.6352 1.5744 0.0 -0.1 0.2
H -1.8772 -0.5698 -1.0599 -0.1 0.4 -0.2
H -2.8741 -0.1740 0.4366 0.1 -0.2 0.1
```
Forces are in eV/Å.

Output
Energy relative to the best compared isomer or geometry (same formula, charge and spin)   484.81 kJ/mol
Energy   -8798.394 eV
SMILES   [H]/N=C(\C=C)C=C=O
HOMO energy (alpha / beta)   -8.0 / -8.0 eV
E_LUMO (alpha / beta)   0.025 / 0.026 eV
Frontier orbital gap (alpha / beta)   0.295 / 0.295 hartree


Here is a cluster of 4 separate species, C19H16Br3N3O6 in total from the OMol25 dataset. Energies are from ωB97M-V/def2-TZVPD.

Structure (XYZ):
```
47
Properties=species:S:1:pos:R:3:forces:R:3
C 12.7366 -14.5656 -10.9319 0.7 0.4 0.5
C 13.4442 -15.1028 -12.0086 -0.8 0.7 0.0
C 13.7215 -16.4467 -12.0852 0.2 -0.3 -0.4
C 13.3928 -17.2729 -11.0074 0.5 -0.1 -0.4
C 12.8320 -16.7100 -9.8898 -0.6 -0.2 0.7
C 12.4896 -15.3477 -9.8411 0.0 -1.7 0.3
N 13.7971 -18.7211 -11.0023 0.1 -2.2 2.2
O 13.3925 -19.5046 -10.0766 0.4 2.6 -2.0
O 14.6072 -19.1277 -11.8105 -0.5 0.9 -0.4
H 12.4989 -13.5186 -10.8152 0.0 0.2 -0.6
H 13.7179 -14.4279 -12.8061 0.1 -0.2 -0.2
H 14.1730 -16.7809 -13.0076 0.2 -0.5 0.2
H 12.6108 -17.3372 -9.0388 0.1 -0.1 0.0
H 12.0330 -14.9990 -8.9266 0.0 0.3 -0.1
C 12.6847 -20.4270 -6.8179 0.4 1.8 1.6
C 13.5728 -19.4476 -6.2402 -0.9 -1.4 -1.5
C 13.2144 -18.1108 -6.2030 0.6 0.1 0.7
C 11.9453 -17.7581 -6.5427 -2.4 -0.7 -0.3
C 11.0227 -18.7181 -7.0296 -0.2 1.0 0.6
C 11.3782 -20.0439 -7.1688 1.8 -0.4 0.4
N 11.4621 -16.3529 -6.2312 0.9 -1.0 -1.3
O 10.2963 -16.1029 -6.1771 -1.6 -0.6 0.2
O 12.3151 -15.5106 -6.1516 1.3 0.7 0.4
H 12.9634 -21.4697 -6.7786 0.1 -0.1 -0.3
H 14.5383 -19.7573 -5.8682 0.1 0.0 -0.1
H 13.8527 -17.3384 -5.8000 0.2 -0.1 0.0
H 9.9958 -18.4331 -7.2050 0.0 0.2 -0.1
H 10.7175 -20.8475 -7.4587 -0.4 0.4 -0.2
C 14.3322 -23.7121 -13.2514 -0.3 -0.1 0.2
C 13.6528 -24.9211 -13.1755 1.2 0.4 -0.4
C 13.0999 -25.3014 -11.9856 -0.7 -1.1 0.3
C 13.1280 -24.4436 -10.9291 -1.0 -0.5 1.5
C 13.7046 -23.1953 -11.0166 -0.2 0.6 1.6
C 14.3263 -22.8263 -12.1507 1.2 -0.6 -2.8
N 12.4740 -24.9194 -9.6369 0.0 0.4 1.9
O 12.1084 -23.9948 -8.8420 0.9 -2.7 -2.1
O 12.4056 -26.1508 -9.3877 0.0 3.4 -0.9
H 14.8815 -23.5778 -14.1716 0.1 0.7 0.1
H 13.7434 -25.6177 -13.9958 -0.3 0.0 -0.1
H 12.6697 -26.2850 -11.8679 -0.1 0.0 0.1
H 13.7837 -22.4493 -10.2397 -0.4 -0.4 0.6
H 14.8919 -21.9077 -12.2022 -0.2 0.2 0.0
C 10.5696 -21.2314 -10.6578 0.3 -0.4 -0.3
Br 9.2499 -22.2713 -9.6590 0.5 0.5 -0.4
Br 10.2888 -19.2901 -10.4411 -0.3 -1.2 -0.7
Br 10.7780 -22.0089 -12.5097 -0.5 1.0 1.0
H 11.5678 -21.4368 -10.2712 -0.4 0.1 0.3
```
Forces are in eV/Å.

Output
Energy relative to the best compared isomer or geometry (same formula, charge and spin)   108.95 kJ/mol
Energy   -246835.691 eV
SMILES   O=[N+]([O-])c1ccccc1.O=[N+]([O-])c1ccccc1.O=[N+]([O-])c1ccccc1.BrC(Br)Br
HOMO energy   -9.9 eV
E_LUMO   -0.926 eV
Frontier orbital gap   0.329 hartree


Here is a cluster of 2 separate species, C3H4Cl3NO3 in total from the OMol25 dataset. Energies are from ωB97M-V/def2-TZVPD.

Structure (XYZ):
```
14
Properties=species:S:1:pos:R:3:forces:R:3
C -1.1167 0.0804 1.2905 2.0 0.2 0.5
C -0.6210 0.4895 -0.0544 -0.4 0.8 0.9
C 1.9734 0.0786 0.1783 1.4 -1.3 -0.9
N -0.7049 -0.3713 -0.9916 -0.1 -2.3 -3.1
O -0.4441 0.1009 -2.3112 -0.5 2.7 1.7
O -1.0294 -1.5738 -0.8729 0.1 0.8 0.0
O 2.3067 0.5835 -0.8326 -0.3 -0.1 0.1
Cl -0.1790 2.1129 -0.3476 -0.4 0.2 -0.2
Cl 2.0301 0.7955 1.7044 0.1 0.9 1.2
Cl 1.6846 -1.6566 0.3556 0.2 0.1 -0.2
H -1.9604 -0.5197 1.2023 -1.8 -0.9 -0.4
H -1.3186 0.9891 1.8334 0.0 0.1 0.5
H -0.4046 -0.5926 1.8374 -0.4 0.9 -0.4
H -0.2162 -0.5164 -2.9916 0.1 -1.9 0.3
```
Forces are in eV/Å.

Output
Energy relative to the best compared isomer or geometry (same formula, charge and spin)   83.33 kJ/mol
Energy   -48371.690 eV
SMILES   C/C(Cl)=[N+](\[O-])O.O=C(Cl)Cl
HOMO energy (alpha / beta)   -9.2 / -9.2 eV
E_LUMO (alpha / beta)   0.011 / 0.011 eV
Frontier orbital gap (alpha / beta)   0.338 / 0.338 hartree